# 1
Density functional theory data (wB97M-V/def2-TZVPD) for a cluster of 6 separate species, C46H93FN6O10S2 in total at a distorted geometry.

Last columns: bonded neighbours and bond lengths (Å).
Cartesian coordinates (Å):
1 H -6.522 -3.601 0.391  N2 1.014
2 N -6.725 -3.383 -0.578  H1 1.014, C3 1.268
3 C -6.170 -2.293 -0.912  N2 1.268, N4 1.388, N5 1.403
4 N -6.260 -1.812 -2.211  C3 1.388, H42 1.010, H43 1.015
5 N -5.396 -1.477 -0.073  C3 1.403, C6 1.482, H44 1.013
6 C -4.205 -2.158 0.487  N5 1.482, C7 1.521, H45 1.081, H46 1.085
7 C -3.245 -1.139 1.083  C6 1.521, C8 1.540, H47 1.083, H48 1.082
8 C -1.804 -1.296 0.563  C7 1.540, C9 1.536, H49 1.082, H50 1.082
9 C -0.694 -0.970 1.573  C8 1.536, C10 1.535, H51 1.083, H52 1.082
10 C 0.284 0.164 1.237  C9 1.535, C11 1.536, C20 1.527, C38 1.548
11 C 0.694 0.181 -0.243  C10 1.536, C12 1.530, H53 1.087, H54 1.077
12 C 1.133 -1.157 -0.842  C11 1.530, C13 1.524, H55 1.084, H56 1.083
13 C 2.162 -0.903 -1.938  C12 1.524, C14 1.514, H57 1.082, H58 1.082
14 C 2.874 -2.153 -2.410  C13 1.514, N15 1.450, H59 1.083, H60 1.085
15 N 3.275 -2.081 -3.801  C14 1.450, C16 1.381, C19 1.380
16 C 3.776 -0.957 -4.429  N15 1.381, C17 1.397, H61 1.071
17 C 4.046 -1.262 -5.765  C16 1.397, C18 1.417, H62 1.070
18 C 3.699 -2.622 -5.960  C17 1.417, C19 1.409, H63 1.072
19 C 3.222 -3.104 -4.725  N15 1.380, C18 1.409, H64 1.070
20 C -0.221 1.550 1.632  C10 1.527, C21 1.501, O29 1.468, H65 1.087
21 C -1.675 1.846 1.406  C20 1.501, C22 1.526, H66 1.082, H67 1.084
22 C -2.099 3.273 1.740  C21 1.526, C23 1.530, H68 1.084, H69 1.084
23 C -1.789 4.336 0.685  C22 1.530, C24 1.501, H70 1.081, H71 1.083
24 C -2.108 3.889 -0.712  C23 1.501, O25 1.438, H72 1.087, H73 1.084
25 O -2.342 5.043 -1.538  C24 1.438, C26 1.343
26 C -1.556 5.159 -2.621  O25 1.343, C27 1.484, O28 1.164
27 C -1.512 3.991 -3.535  C26 1.484, H74 1.078, H75 1.084, H76 1.080
28 O -0.981 6.148 -2.835  C26 1.164
29 O 0.576 2.548 0.908  C20 1.468, S30 1.565
30 S 1.996 2.782 1.522  O29 1.565, O31 1.428, O32 1.426, C33 1.858
31 O 1.863 3.379 2.812  S30 1.428
32 O 2.811 3.385 0.519  S30 1.426
33 C 2.634 1.063 1.821  S30 1.858, F34 1.362, N35 1.434, C38 1.570
34 F 3.401 1.242 2.932  C33 1.362
35 N 3.446 0.666 0.709  C33 1.434, C36 1.206
36 C 4.626 0.889 0.592  N35 1.206, S37 1.538
37 S 6.109 1.199 0.329  C36 1.538
38 C 1.568 -0.061 2.073  C10 1.548, C33 1.570, N39 1.446, H77 1.082
39 N 1.321 -0.226 3.488  C38 1.446, C40 1.454, H78 1.006
40 C 1.664 -1.515 4.069  N39 1.454, C41 1.514, H79 1.091, H80 1.084
41 C 3.159 -1.753 4.114  C40 1.514, H81 1.080, H82 1.083, H83 1.082
42 H -6.908 -2.394 -2.723  N4 1.010
43 H -6.596 -0.856 -2.250  N4 1.015
44 H -5.057 -0.709 -0.640  N5 1.013
45 H -4.545 -2.842 1.252  C6 1.081
46 H -3.722 -2.729 -0.299  C6 1.085
47 H -3.593 -0.166 0.757  C7 1.083
48 H -3.271 -1.133 2.164  C7 1.082
49 H -1.690 -2.332 0.269  C8 1.082
50 H -1.719 -0.711 -0.343  C8 1.082
51 H -1.157 -0.760 2.530  C9 1.083
52 H -0.089 -1.856 1.709  C9 1.082
53 H -0.161 0.514 -0.827  C11 1.087
54 H 1.468 0.906 -0.428  C11 1.077
55 H 1.539 -1.826 -0.091  C12 1.084
56 H 0.277 -1.636 -1.301  C12 1.083
57 H 2.893 -0.214 -1.538  C13 1.082
58 H 1.659 -0.418 -2.765  C13 1.082
59 H 2.254 -3.033 -2.286  C14 1.083
60 H 3.768 -2.307 -1.813  C14 1.085
61 H 3.895 -0.019 -3.924  C16 1.071
62 H 4.428 -0.585 -6.501  C17 1.070
63 H 3.778 -3.151 -6.889  C18 1.072
64 H 2.866 -4.085 -4.484  C19 1.070
65 H -0.031 1.722 2.689  C20 1.087
66 H -2.212 1.198 2.086  C21 1.082
67 H -1.984 1.560 0.407  C21 1.084
68 H -1.641 3.571 2.676  C22 1.084
69 H -3.173 3.250 1.887  C22 1.084
70 H -0.751 4.629 0.756  C23 1.081
71 H -2.369 5.222 0.914  C23 1.083
72 H -2.992 3.257 -0.750  C24 1.087
73 H -1.275 3.316 -1.104  C24 1.084
74 H -1.527 4.350 -4.551  C27 1.078
75 H -0.577 3.465 -3.380  C27 1.084
76 H -2.320 3.296 -3.359  C27 1.080
77 H 2.054 -0.957 1.711  C38 1.082
78 H 0.393 0.058 3.750  N39 1.006
79 H 1.164 -2.348 3.573  C40 1.091
80 H 1.302 -1.497 5.090  C40 1.084
81 H 3.608 -1.252 4.959  C41 1.080
82 H 3.348 -2.817 4.183  C41 1.083
83 H 3.636 -1.410 3.206  C41 1.082
84 C 2.271 2.615 6.324  C85 1.517, H89 1.091, H90 1.089, H91 1.092
85 C 0.980 2.219 5.634  C84 1.517, O86 1.422, H92 1.087, H93 1.096
86 O 0.136 1.376 6.408  C85 1.422, C87 1.414
87 C -0.330 1.928 7.624  O86 1.414, C88 1.520, H94 1.096, H95 1.090
88 C -1.174 3.180 7.451  C87 1.520, H96 1.091, H97 1.090, H98 1.091
89 H 2.798 1.730 6.681  C84 1.091
90 H 2.911 3.149 5.622  C84 1.089
91 H 2.096 3.270 7.180  C84 1.092
92 H 1.218 1.646 4.741  C85 1.087
93 H 0.434 3.109 5.302  C85 1.096
94 H 0.507 2.122 8.305  C87 1.096
95 H -0.932 1.142 8.081  C87 1.090
96 H -0.586 4.019 7.077  C88 1.091
97 H -1.603 3.477 8.407  C88 1.090
98 H -1.984 2.997 6.743  C88 1.091
99 C 7.029 3.367 -7.473  C100 1.520, H104 1.091, H105 1.090, H106 1.091
100 C 5.613 3.126 -6.978  C99 1.520, O101 1.415, H107 1.090, H108 1.096
101 O 5.472 1.960 -6.189  C100 1.415, C102 1.414
102 C 6.224 1.930 -4.991  O101 1.414, C103 1.520, H109 1.097, H110 1.090
103 C 5.869 3.032 -4.006  C102 1.520, H111 1.091, H112 1.091, H113 1.091
104 H 7.412 2.480 -7.979  C99 1.091
105 H 7.043 4.203 -8.173  C99 1.090
106 H 7.712 3.609 -6.657  C99 1.091
107 H 4.949 2.974 -7.828  C100 1.090
108 H 5.240 4.005 -6.439  C100 1.096
109 H 7.298 1.940 -5.209  C102 1.097
110 H 6.003 0.959 -4.547  C102 1.090
111 H 6.154 4.018 -4.374  C103 1.091
112 H 6.389 2.871 -3.061  C103 1.091
113 H 4.795 3.044 -3.817  C103 1.091
114 C -6.673 -5.927 4.841  C115 1.519, H119 1.090, H120 1.090, H121 1.091
115 C -5.859 -5.832 3.561  C114 1.519, O116 1.417, H122 1.090, H123 1.096
116 O -4.725 -4.989 3.662  C115 1.417, C117 1.415
117 C -3.754 -5.374 4.616  O116 1.415, C118 1.520, H124 1.096, H125 1.090
118 C -3.133 -6.736 4.351  C117 1.520, H126 1.091, H127 1.090, H128 1.091
119 H -6.933 -4.931 5.202  C114 1.090
120 H -7.592 -6.484 4.657  C114 1.090
121 H -6.129 -6.440 5.635  C114 1.091
122 H -6.470 -5.392 2.772  C115 1.090
123 H -5.568 -6.830 3.216  C115 1.096
124 H -4.169 -5.332 5.629  C117 1.096
125 H -2.982 -4.606 4.560  C117 1.090
126 H -3.853 -7.545 4.482  C118 1.091
127 H -2.309 -6.912 5.042  C118 1.090
128 H -2.754 -6.789 3.330  C118 1.091
129 C -9.701 3.191 -2.833  C130 1.519, H134 1.090, H135 1.090, H136 1.091
130 C -9.298 1.728 -2.755  C129 1.519, O131 1.417, H137 1.090, H138 1.096
131 O -8.092 1.503 -2.047  C130 1.417, C132 1.417
132 C -8.093 1.892 -0.684  O131 1.417, C133 1.519, H139 1.096, H140 1.091
133 C -9.115 1.159 0.167  C132 1.519, H141 1.091, H142 1.090, H143 1.091
134 H -8.879 3.793 -3.221  C129 1.090
135 H -10.561 3.305 -3.493  C129 1.090
136 H -9.979 3.591 -1.857  C129 1.091
137 H -9.113 1.346 -3.759  C130 1.090
138 H -10.111 1.127 -2.333  C130 1.096
139 H -8.220 2.977 -0.594  C132 1.096
140 H -7.090 1.663 -0.322  C132 1.091
141 H -10.138 1.426 -0.103  C133 1.091
142 H -8.975 1.410 1.218  C133 1.090
143 H -9.009 0.080 0.047  C133 1.091
144 C 8.055 -2.044 -4.707  C145 1.520, H149 1.090, H150 1.090, H151 1.091
145 C 6.956 -2.118 -3.660  C144 1.520, O146 1.414, H152 1.090, H153 1.098
146 O 7.095 -3.198 -2.759  C145 1.414, C147 1.414
147 C 8.267 -3.209 -1.967  O146 1.414, C148 1.520, H154 1.096, H155 1.090
148 C 8.408 -2.009 -1.046  C147 1.520, H156 1.092, H157 1.090, H158 1.091
149 H 8.152 -3.000 -5.223  C144 1.090
150 H 7.820 -1.273 -5.441  C144 1.090
151 H 9.024 -1.799 -4.269  C144 1.091
152 H 5.994 -2.280 -4.147  C145 1.090
153 H 6.881 -1.167 -3.116  C145 1.098
154 H 9.160 -3.320 -2.593  C147 1.096
155 H 8.188 -4.117 -1.370  C147 1.090
156 H 8.582 -1.084 -1.599  C148 1.092
157 H 9.250 -2.150 -0.367  C148 1.090
158 H 7.498 -1.878 -0.458  C148 1.091

Computed properties:
**Total charge**: 0
**LUMO**: 0.131 eV
**Largest force on an atom**: 0.0649 hartree/bohr
**SMILES**: [H]/N=C(/N)NCCCC[C@@]1(CCCCn2cccc2)[C@H](CCCCOC(C)=O)OS(=O)(=O)[C@](F)(N=C=S)[C@H]1NCC.CCOCC.CCOCC.CCOCC.CCOCC.CCOCC
**E_HOMO**: -0.2928 hartree
**HOMO-LUMO gap**: 8.1 eV
**E_tot**: -3785.5742 Eh

---

# 2
Density functional theory data (wB97M-V/def2-TZVPD) for a cluster of 8 separate species, C37H46N8 in total at a distorted geometry.

Last columns: bonded neighbours and bond lengths (Å).
Cartesian coordinates (Å):
1 C 0.223 -0.194 6.680  C2 1.397, C6 1.368, H7 1.083
2 C 0.525 -1.267 5.836  C1 1.397, C3 1.398, H8 1.082
3 C -0.071 -1.288 4.571  C2 1.398, N4 1.333, H9 1.086
4 N -0.908 -0.335 4.160  C3 1.333, C5 1.331
5 C -1.158 0.711 4.944  N4 1.331, C6 1.397, H10 1.081
6 C -0.699 0.727 6.263  C1 1.368, C5 1.397, H11 1.084
7 H 0.632 -0.247 7.682  C1 1.083
8 H 1.073 -2.171 6.066  C2 1.082
9 H 0.404 -2.017 3.922  C3 1.086
10 H -1.880 1.437 4.598  C5 1.081
11 H -1.003 1.526 6.930  C6 1.084
12 C -2.268 3.505 -4.661  C13 1.382, C17 1.388, H18 1.085
13 C -3.512 4.094 -4.779  C12 1.382, C14 1.397, H19 1.080
14 C -3.540 5.490 -4.830  C13 1.397, N15 1.335, H20 1.083
15 N -2.442 6.221 -5.034  C14 1.335, C16 1.328
16 C -1.258 5.655 -4.833  N15 1.328, C17 1.396, H21 1.083
17 C -1.120 4.284 -4.612  C12 1.388, C16 1.396, H22 1.081
18 H -2.169 2.432 -4.534  C12 1.085
19 H -4.398 3.482 -4.685  C13 1.080
20 H -4.455 6.039 -4.644  C14 1.083
21 H -0.379 6.285 -4.900  C16 1.083
22 H -0.130 3.873 -4.463  C17 1.081
23 C -3.194 -3.500 1.034  C24 1.395, C28 1.375, H29 1.083
24 C -2.495 -4.678 1.298  C23 1.395, C25 1.397, H30 1.080
25 C -2.033 -4.863 2.603  C24 1.397, N26 1.341, H31 1.082
26 N -2.090 -3.914 3.548  C25 1.341, C27 1.337
27 C -2.751 -2.789 3.255  N26 1.337, C28 1.378, H32 1.080
28 C -3.358 -2.574 2.037  C23 1.375, C27 1.378, H33 1.084
29 H -3.583 -3.335 0.036  C23 1.083
30 H -2.478 -5.435 0.528  C24 1.080
31 H -1.546 -5.793 2.865  C25 1.082
32 H -2.827 -2.078 4.065  C27 1.080
33 H -3.798 -1.592 1.909  C28 1.084
34 C 2.533 -3.156 -0.910  C35 1.384, C39 1.403, H40 1.086
35 C 3.014 -4.314 -0.323  C34 1.384, C36 1.403, H41 1.082
36 C 2.091 -5.318 0.007  C35 1.403, N37 1.333, H42 1.083
37 N 0.787 -5.226 -0.255  C36 1.333, C38 1.340
38 C 0.423 -4.173 -0.999  N37 1.340, C39 1.364, H43 1.089
39 C 1.222 -3.146 -1.410  C34 1.403, C38 1.364, H44 1.080
40 H 3.289 -2.402 -1.103  C34 1.086
41 H 4.080 -4.386 -0.156  C35 1.082
42 H 2.497 -6.156 0.560  C36 1.083
43 H -0.638 -3.988 -1.162  C38 1.089
44 H 0.948 -2.274 -1.987  C39 1.080
45 C 4.592 -0.717 -5.194  C46 1.403, C50 1.377, H51 1.085
46 C 3.448 0.081 -5.345  C45 1.403, C47 1.379, H52 1.078
47 C 2.290 -0.437 -4.804  C46 1.379, N48 1.343, H53 1.086
48 N 2.187 -1.664 -4.269  C47 1.343, C49 1.323
49 C 3.297 -2.371 -4.130  N48 1.323, C50 1.403, H54 1.085
50 C 4.550 -1.964 -4.611  C45 1.377, C49 1.403, H55 1.079
51 H 5.555 -0.374 -5.560  C45 1.085
52 H 3.507 1.072 -5.767  C46 1.078
53 H 1.413 0.190 -4.672  C47 1.086
54 H 3.149 -3.379 -3.756  C49 1.085
55 H 5.397 -2.622 -4.493  C50 1.079
56 C -3.687 2.701 1.036  C57 1.511, H61 1.095, H62 1.094, H63 1.087
57 C -2.702 3.140 -0.022  C56 1.511, C58 1.531, H64 1.095, H65 1.094
58 C -3.309 3.702 -1.311  C57 1.531, C59 1.470, H66 1.088, H67 1.094
59 C -4.552 3.074 -1.780  C58 1.470, N60 1.147
60 N -5.529 2.574 -2.116  C59 1.147
61 H -4.443 2.057 0.577  C56 1.095
62 H -4.315 3.532 1.374  C56 1.094
63 H -3.231 2.186 1.878  C56 1.087
64 H -2.053 2.321 -0.351  C57 1.095
65 H -1.938 3.822 0.363  C57 1.094
66 H -2.576 3.612 -2.110  C58 1.088
67 H -3.569 4.757 -1.183  C58 1.094
68 C -0.362 -0.917 0.663  C69 1.541, H73 1.096, H74 1.087, H75 1.095
69 C -0.131 0.586 0.910  C68 1.541, C70 1.526, H76 1.090, H77 1.091
70 C 0.580 1.333 -0.215  C69 1.526, C71 1.468, H78 1.089, H79 1.098
71 C 0.012 1.108 -1.550  C70 1.468, N72 1.144
72 N -0.427 0.985 -2.600  C71 1.144
73 H -1.233 -1.236 1.246  C68 1.096
74 H 0.417 -1.638 0.897  C68 1.087
75 H -0.850 -1.090 -0.302  C68 1.095
76 H 0.374 0.764 1.860  C69 1.090
77 H -1.159 0.900 1.094  C69 1.091
78 H 1.663 1.219 -0.191  C70 1.089
79 H 0.412 2.407 -0.060  C70 1.098
80 C 3.214 1.940 2.758  C81 1.518, H85 1.091, H86 1.097, H87 1.090
81 C 3.281 0.511 3.266  C80 1.518, C82 1.532, H88 1.086, H89 1.093
82 C 3.336 -0.489 2.107  C81 1.532, C83 1.459, H90 1.096, H91 1.096
83 C 4.475 -0.360 1.204  C82 1.459, N84 1.148
84 N 5.365 -0.252 0.486  C83 1.148
85 H 3.858 2.627 3.309  C80 1.091
86 H 2.204 2.324 2.942  C80 1.097
87 H 3.430 2.115 1.703  C80 1.090
88 H 2.454 0.291 3.934  C81 1.086
89 H 4.248 0.414 3.767  C81 1.093
90 H 2.443 -0.453 1.471  C82 1.096
91 H 3.351 -1.534 2.434  C82 1.096

Computed properties:
**Total charge**: 0
**LUMO**: 0.319 eV
**Largest force on an atom**: 0.0498 hartree/bohr
**SMILES**: c1ccncc1.c1ccncc1.c1ccncc1.c1ccncc1.c1ccncc1.CCCC#N.CCCC#N.CCCC#N
**E_HOMO**: -0.3447 hartree
**HOMO-LUMO gap**: 9.7 eV
**E_tot**: -1875.4249 Eh